Entry 1:
{
  "formula": "C18H50N15O8",
  "method": "wB97M-V/def2-TZVPD",
  "symbols": ["H", "H", "N", "H", "H", "H", "N", "H", "H", "C", "N", "H", "C", "O", "H", "C", "H", "H", "N", "H", "N", "C", "H", "H", "H", "H", "N", "N", "C", "C", "H", "C", "C", "C", "O", "H", "O", "H", "C", "H", "O", "N", "H", "H", "N", "C", "O", "H", "O", "H", "H", "O", "H", "H", "C", "H", "H", "C", "H", "N", "H", "N", "H", "H", "H", "H", "H", "H", "H", "N", "H", "C", "N", "H", "H", "C", "H", "H", "C", "N", "H", "C", "H", "O", "H", "H", "H", "H", "H", "N", "C"],
  "positions_angstrom": [[5.482, 1.990, 1.550], [-0.295, 7.988, 0.323], [-0.009, 7.965, -0.636], [-6.107, -1.558, 2.172], [2.792, -2.083, -5.032], [-4.016, -4.145, -3.138], [2.890, -1.200, -4.569], [0.204, 3.941, -0.548], [1.776, 6.205, -2.659], [4.389, 0.367, 0.458], [-4.022, -3.204, -2.794], [0.092, -1.062, -2.993], [1.930, -0.674, -3.755], [-0.463, -0.402, -0.061], [-4.174, -1.769, 7.224], [-0.255, 1.979, 0.181], [4.284, 1.120, 2.535], [2.901, 3.169, 1.686], [3.062, 2.207, -0.131], [-4.887, -2.697, -2.738], [-4.933, -2.125, 6.676], [5.334, -2.054, 0.461], [6.266, 5.266, -1.618], [5.989, -0.394, -0.785], [6.416, -0.225, 0.904], [-6.035, -8.064, 4.361], [-5.028, -8.866, 2.175], [1.178, 6.949, -2.332], [0.731, 3.138, -0.026], [0.357, 0.608, 0.486], [-0.456, -2.386, -0.598], [5.610, -0.547, 0.231], [0.811, 6.945, -1.024], [3.951, 1.192, -0.760], [-1.813, -3.361, -2.311], [-4.999, -4.720, 1.082], [1.176, 6.082, -0.231], [1.102, -1.556, -0.804], [-5.310, -2.692, 0.673], [1.696, 2.109, -1.678], [-6.250, -2.045, 4.834], [5.002, 6.495, -3.436], [3.699, -0.638, -4.753], [5.990, -2.468, 1.233], [5.377, 4.866, -1.850], [-5.310, -1.599, 5.473], [2.071, 0.428, -3.223], [-6.260, -6.425, 3.863], [3.462, 4.876, -3.074], [0.425, 0.449, 1.576], [4.424, 6.887, -4.155], [-5.328, -6.705, 1.576], [-3.698, -0.828, -1.945], [5.884, 6.925, -3.234], [1.951, 2.825, -0.885], [4.832, 1.745, -1.120], [0.861, 7.643, -2.981], [4.545, 5.382, -2.803], [-0.898, 1.875, -0.699], [-5.771, -2.471, 1.937], [5.489, -2.629, -0.456], [-5.937, -7.352, 3.663], [-5.841, -3.186, 2.635], [-5.107, -9.607, 2.844], [3.462, 0.685, -1.596], [0.515, -2.018, 0.844], [-5.473, -2.892, 7.029], [2.329, 3.725, -1.398], [3.511, -0.219, 0.765], [-2.872, -1.395, -1.941], [0.685, -2.333, -3.983], [-2.842, -2.689, -2.347], [0.824, -1.428, -3.573], [-4.655, -9.065, 1.266], [-3.799, -0.156, 5.558], [3.402, 2.415, 1.084], [1.368, 0.498, 0.056], [-4.809, -0.133, 4.156], [4.505, 1.489, 1.526], [-4.928, -3.969, 0.413], [-2.013, -1.018, -1.583], [-5.423, -7.585, 2.421], [1.008, 3.606, 0.927], [-5.252, -1.799, -0.168], [5.071, 4.043, -1.372], [4.300, -2.228, 0.777], [-0.907, 2.255, 1.020], [-0.329, 8.682, -1.258], [-4.566, -4.165, -0.501], [-4.566, -0.538, 5.040], [0.221, -1.642, -0.147]],
  "forces_ev_per_a": [[-0.15, 0.00, -0.10], [0.00, 0.00, 0.02], [0.01, 0.01, 0.00], [-0.09, 0.01, 0.00], [-0.03, 0.01, -0.03], [0.02, -0.02, -0.02], [0.04, -0.03, 0.14], [0.10, -0.08, 0.14], [0.07, -0.02, -0.01], [-0.20, 0.21, -0.09], [-0.01, 0.00, -0.06], [-0.04, -0.03, 0.01], [-0.08, -0.04, -0.18], [0.12, -0.10, -0.20], [0.00, 0.02, 0.01], [-0.02, -0.11, 0.36], [0.22, 0.15, -0.11], [0.06, -0.13, -0.11], [0.10, -0.07, 0.14], [-0.02, 0.01, 0.15], [0.02, -0.03, -0.04], [-0.05, 0.11, -0.06], [0.01, 0.01, 0.00], [-0.06, 0.01, 0.15], [-0.14, -0.04, -0.18], [-0.02, -0.02, 0.00], [0.03, 0.03, 0.01], [0.14, -0.14, -0.06], [-0.14, 0.16, -0.06], [-0.07, 0.04, -0.04], [0.17, 0.34, 0.14], [0.03, 0.02, 0.25], [-0.08, -0.01, 0.20], [0.50, 0.08, 0.20], [0.15, 0.07, -0.13], [-0.09, -0.12, -0.10], [0.10, 0.09, -0.16], [-0.07, 0.03, 0.26], [-0.09, -0.13, -0.03], [0.12, 0.09, 0.19], [0.09, -0.01, -0.02], [-0.02, 0.01, 0.01], [0.00, 0.04, -0.04], [-0.12, 0.05, -0.16], [-0.02, -0.01, 0.00], [-0.06, 0.00, 0.05], [0.11, 0.00, 0.21], [-0.03, 0.02, 0.00], [0.02, 0.04, 0.20], [0.21, 0.04, -0.11], [0.00, 0.00, -0.03], [0.06, 0.07, 0.10], [-0.14, -0.16, 0.26], [0.02, 0.00, 0.01], [-0.33, 0.24, -0.46], [-0.21, -0.14, -0.26], [-0.04, 0.01, 0.00], [-0.04, 0.10, -0.14], [0.21, -0.06, 0.04], [0.13, 0.03, -0.07], [0.00, 0.05, 0.16], [0.07, 0.03, -0.01], [-0.02, 0.03, 0.05], [-0.02, -0.01, 0.01], [-0.09, 0.07, 0.21], [0.05, 0.19, -0.10], [-0.03, 0.00, 0.02], [0.02, -0.25, 0.33], [0.23, -0.09, -0.12], [0.37, 0.06, -0.41], [-0.03, -0.04, 0.01], [-0.07, 0.00, 0.13], [-0.06, 0.01, 0.04], [0.00, 0.00, -0.03], [0.01, 0.00, 0.02], [0.17, -0.06, -0.13], [-0.23, 0.07, 0.04], [0.00, 0.00, -0.03], [-0.53, -0.29, 0.13], [0.10, 0.06, 0.08], [-0.13, 0.13, 0.23], [-0.07, -0.03, -0.02], [0.06, -0.10, -0.19], [-0.07, 0.14, -0.06], [-0.01, -0.01, 0.02], [0.17, 0.02, -0.02], [-0.04, -0.06, -0.31], [0.00, 0.01, -0.01], [0.01, 0.03, -0.03], [-0.02, -0.02, -0.01], [-0.22, -0.58, -0.12]],
  "mulliken_charge": [0.39, 0.23, -0.44, 0.14, 0.15, 0.24, -0.42, 0.28, 0.18, 0.86, -0.43, 0.12, 0.63, -0.35, 0.15, -0.95, 0.41, 0.48, 0.34, 0.19, -0.40, -1.11, 0.16, 0.39, 0.34, 0.17, -0.41, -0.31, -0.60, 0.40, 0.17, -0.49, 0.67, -0.98, -0.70, 0.21, -0.64, 0.13, 0.58, 0.07, -0.65, -0.41, 0.24, 0.30, -0.35, 0.66, -0.69, 0.20, -0.71, 0.30, 0.24, -0.67, 0.20, 0.15, 0.47, 0.75, 0.18, 0.69, 0.36, -0.27, 0.29, -0.36, 0.09, 0.16, -0.28, 0.34, 0.22, -0.23, 0.13, -0.16, 0.15, 0.59, -0.21, 0.22, 0.16, 0.01, -0.48, 0.20, -1.32, -0.14, 0.09, 0.63, 0.51, -0.66, 0.18, 0.35, 0.30, 0.15, 0.14, -0.35, -0.59],
  "e_homo_ev": -10.53,
  "molar_mass_g_mol": 604.70,
  "total_charge": 1,
  "spin_multiplicity": 1
}

Entry 2:
{
  "formula": "CH15HfO10",
  "method": "wB97M-V/def2-TZVPD",
  "symbols": ["H", "H", "O", "H", "H", "O", "H", "O", "O", "O", "O", "O", "H", "C", "O", "O", "O", "H", "H", "H", "H", "H", "H", "H", "H", "Hf", "H"],
  "positions_angstrom": [[-3.301, -1.380, 1.742], [3.783, -0.272, 2.222], [-1.605, 1.907, -0.996], [2.551, 0.214, 2.736], [-1.787, 2.665, -1.600], [1.586, -0.548, -2.173], [-1.821, -1.771, 1.908], [3.212, -0.480, 2.952], [-0.640, 0.442, 0.879], [-2.250, -0.642, -1.194], [0.830, 0.899, 2.561], [-2.593, -1.813, 1.317], [1.924, 2.045, -1.317], [0.482, 0.563, 1.336], [1.007, 1.950, -1.577], [1.207, 0.329, 0.339], [-0.031, -1.814, -0.591], [0.976, 2.545, -2.314], [0.672, -2.111, 0.043], [2.047, -0.187, -2.889], [-0.400, -2.651, -0.931], [-2.629, -0.955, -0.370], [-2.412, 1.786, -0.506], [2.238, -1.201, -1.838], [-2.963, -0.545, -1.828], [-0.195, 0.160, -1.136], [0.111, 0.865, 3.227]],
  "forces_ev_per_a": [[-1.49, 0.57, 1.30], [1.45, -0.40, -0.33], [0.60, 0.83, -1.66], [0.64, -0.75, 1.17], [0.23, -0.28, 0.44], [-0.15, -1.64, 1.37], [-0.74, -0.09, -0.06], [-1.52, 0.94, -0.75], [-7.65, 0.12, 1.46], [0.93, 0.45, -1.15], [-0.27, -0.62, -2.39], [1.88, -0.33, -1.48], [0.78, -0.25, 0.85], [0.88, 0.69, 2.10], [-0.24, -0.05, -0.36], [6.70, -0.29, -0.64], [1.14, -2.56, 1.10], [-0.55, 1.10, -1.11], [-0.45, 0.28, -0.33], [1.09, 1.32, -2.34], [-0.44, 0.05, -0.11], [-0.28, -1.11, 1.77], [-0.83, -0.10, 0.71], [-0.48, -0.04, 0.12], [-0.53, 0.01, -0.58], [-0.66, 1.98, 1.12], [-0.03, 0.16, -0.22]],
  "mulliken_charge": [0.34, 0.31, -0.49, 0.28, 0.32, -0.45, 0.30, -0.58, -0.47, -0.43, -0.41, -0.65, 0.34, 1.16, -0.47, -0.50, -0.38, 0.31, 0.39, 0.34, 0.34, 0.33, 0.33, 0.36, 0.37, 1.60, 0.39],
  "e_homo_ev": -19.25,
  "molar_mass_g_mol": 365.61,
  "total_charge": 3,
  "spin_multiplicity": 1
}